No. 1
Density functional theory data (wB97M-V/def2-TZVPD) for one molecule with the formula C4H11NOS in a non-equilibrium geometry.

XYZ file:
```
18
Properties=species:S:1:pos:R:3:forces:R:3
C 1.46744 -0.40960 -0.33059 -0.5 -0.6 -1.0
C 0.06647 -0.40381 0.30875 1.3 -0.3 -0.4
C 0.17496 -0.09166 1.80565 -0.4 0.5 0.0
S 1.54006 -0.79102 2.77181 -0.5 -0.8 0.5
N -0.85751 0.51808 -0.30386 -1.1 0.3 0.1
C -1.38086 0.18085 -1.60691 0.3 0.7 -0.5
O -2.37797 1.10267 -2.00207 0.3 0.4 -0.4
H 2.04971 0.50722 -0.25800 0.0 0.1 0.6
H 1.97219 -1.28254 0.07639 0.5 0.2 0.0
H 1.39035 -0.58498 -1.41405 -0.1 -0.1 0.2
H -0.30776 -1.42873 0.14070 -0.1 0.4 0.3
H -0.75669 -0.41598 2.29223 0.4 0.1 0.1
H 0.23429 0.99213 1.93249 -0.1 0.0 -0.1
H 2.61582 -0.20793 2.25448 0.0 0.4 -0.4
H -0.47968 1.45371 -0.40912 0.3 0.0 0.4
H -1.83953 -0.80406 -1.63272 0.5 -0.4 0.2
H -0.57373 0.31983 -2.36222 -0.7 -0.6 0.0
H -2.93754 1.34582 -1.26295 0.0 -0.2 0.4
```
Positions in Å, forces in eV/Å.

The net charge is 0. As for the orbital gap: 9.88 eV. As for the SMILES: C[C@@H](CS)NCO. The calculation puts the total energy at -18698.660 eV. The energy relative to the best compared isomer or geometry (same formula, charge and spin) is 29.0 kcal/mol. The value obtained for the LUMO energy is 0.9 eV.


No. 2
Density functional theory data (wB97M-V/def2-TZVPD) for one molecule with the formula C4H11NOS in a non-equilibrium geometry.

XYZ file:
```
18
Properties=species:S:1:pos:R:3:forces:R:3
C -1.07503 -0.98608 0.02402 0.2 -0.8 1.6
N -1.27910 0.33374 0.56438 -2.1 2.4 0.2
C -0.22814 0.93148 1.41443 0.1 -2.9 3.4
O -0.63984 2.01762 2.29693 -1.3 -0.3 -3.2
C 0.35565 -1.11013 -0.47473 1.8 -0.7 -1.1
C 0.75994 -0.16742 -1.63110 -1.6 2.4 1.7
S 2.55507 -0.10198 -2.15921 -1.6 -0.4 -0.9
H -1.91712 -1.28683 -0.67831 1.3 0.7 0.4
H -1.10918 -1.77448 0.85003 -0.2 0.6 -0.6
H -2.28218 0.55468 0.81231 2.0 -0.3 0.0
H 0.09639 0.00618 2.17077 -0.1 2.1 -1.7
H 0.62060 1.23314 0.79173 -0.2 0.1 0.3
H -0.29929 2.07488 3.17352 0.8 -0.9 0.6
H 1.14262 -0.95763 0.29697 -0.9 -0.1 0.1
H 0.50466 -2.15640 -0.74330 0.0 -0.1 -0.3
H -0.14947 -0.10570 -2.28791 1.6 -0.5 -0.6
H 0.69665 0.85688 -1.14951 -0.2 -1.0 -0.6
H 2.24777 0.63806 -3.27103 0.4 -0.4 0.6
```
Positions in Å, forces in eV/Å.

The net charge is 0. As for the orbital gap: 9.35 eV. As for the SMILES: OCNCCCS. The calculation puts the total energy at -18697.055 eV. The energy relative to the best compared isomer or geometry (same formula, charge and spin) is 66.0 kcal/mol. The value obtained for the LUMO energy is 0.8 eV.


No. 3
Density functional theory data (wB97M-V/def2-TZVPD) for one molecule with the formula C4H11NOS2 in a non-equilibrium geometry.

XYZ file:
```
19
Properties=species:S:1:pos:R:3:forces:R:3
S 3.13048 -2.77231 0.25767 0.1 -0.2 0.5
S 2.51647 -0.89401 -0.23686 0.1 0.0 -0.2
C 0.76347 -0.89650 0.12582 -1.4 -0.4 -0.7
C 0.06304 0.28766 -0.54844 -0.2 1.0 1.1
C 0.33061 1.51805 0.30911 0.7 -0.1 0.4
O 0.04954 2.72484 -0.35468 -0.7 0.4 -0.2
N -1.33862 -0.00346 -0.73085 -0.6 -0.4 -0.4
C -2.16881 -0.23421 0.44098 0.0 0.1 -0.1
H 2.57986 -3.53844 -0.70359 0.0 0.3 -0.2
H 0.44510 -0.87804 1.16709 0.7 0.0 0.4
H 0.27934 -1.79161 -0.28069 0.4 0.0 -0.1
H 0.45345 0.62177 -1.49426 0.4 -0.7 -0.8
H -0.25214 1.48600 1.22521 -0.3 0.0 0.1
H 1.37205 1.46563 0.62934 0.2 0.2 0.0
H 0.82856 3.14888 -0.71585 0.2 -0.2 0.1
H -1.79253 0.68835 -1.30826 0.2 0.1 -0.2
H -2.38713 0.65940 1.03060 0.3 0.1 0.3
H -1.73078 -1.00268 1.07331 0.0 0.0 0.1
H -3.14195 -0.58930 0.11435 0.0 -0.2 -0.1
```
Positions in Å, forces in eV/Å.

The net charge is 0. As for the orbital gap: 9.24 eV. As for the SMILES: CN[C@@H](CO)CSS. The calculation puts the total energy at -29533.769 eV. The energy relative to the best compared isomer or geometry (same formula, charge and spin) is 36.7 kcal/mol. The value obtained for the LUMO energy is 0.5 eV.


No. 4
Density functional theory data (wB97M-V/def2-TZVPD) for a 2-piece molecular cluster, C4H11NOSi overall in a non-equilibrium geometry.

XYZ file:
```
18
Properties=species:S:1:pos:R:3:forces:R:3
C -0.76409 -0.31494 -1.80754 0.2 0.3 1.7
C 1.40971 2.15223 -0.01939 -1.9 -1.1 -0.8
C -1.57135 -1.70026 1.54382 0.1 3.3 0.1
C 0.84589 1.15481 -1.03010 -1.0 2.1 1.2
N -0.30913 0.65599 -0.84535 1.5 -0.1 0.5
O -0.28822 -1.21136 1.81745 2.5 -0.5 -0.5
Si 1.25824 -1.47799 1.14019 -2.7 -1.1 -1.3
H -1.67398 -0.70882 -1.46956 -1.6 -0.4 0.3
H -0.89255 0.08840 -2.74588 -0.1 0.8 -2.4
H 0.80836 2.07437 0.87598 0.1 0.2 0.3
H 1.33646 3.11598 -0.47816 -0.2 0.8 -0.1
H 2.42966 1.99298 0.13797 1.7 -0.4 0.5
H -1.63889 -2.71856 1.70526 -0.5 -2.0 0.8
H -1.89074 -1.48585 0.54008 0.0 0.1 -0.7
H -2.12515 -0.99877 2.19117 -0.8 -1.2 -0.1
H 1.38297 1.23811 -1.95884 0.3 -1.1 -0.9
H -0.10021 -1.13017 -1.78059 1.0 -1.1 -0.4
H 1.78302 -0.72614 2.18347 1.4 1.5 1.8
```
Positions in Å, forces in eV/Å.

The net charge is 0. As for the orbital gap: 8.28 eV. The calculation puts the total energy at -15738.818 eV. The energy relative to the best compared isomer or geometry (same formula, charge and spin) is 74.0 kcal/mol. The value obtained for the LUMO energy is 0.0 eV.


No. 5
Density functional theory data (wB97M-V/def2-TZVPD) for an isolated ion of composition C4H11NP and charge +1 in a non-equilibrium geometry.

XYZ file:
```
17
Properties=species:S:1:pos:R:3:forces:R:3
C 0.98444 -0.48179 0.26322 -0.7 0.4 0.6
C -0.39443 -0.87346 0.74126 -1.0 0.1 -1.3
C 0.85527 0.97466 0.10136 0.6 -1.4 -2.3
C -1.41015 -0.77622 -0.33946 0.3 1.7 -1.9
N 2.03477 1.63146 -0.51709 -0.9 0.0 -0.6
P -3.12703 -0.54564 -0.16056 0.8 2.1 0.7
H 1.82983 -0.69146 0.90109 0.2 -0.6 0.6
H 1.11932 -0.93954 -0.65480 0.7 -1.2 -2.0
H -0.66774 -1.80185 1.15341 1.0 -1.9 0.8
H -0.73428 -0.21846 1.49300 -0.2 1.1 1.3
H 0.44537 1.33151 0.96358 -0.7 2.4 1.9
H -1.23589 -0.56218 -1.42821 0.9 -0.5 1.1
H 2.30680 1.25845 -1.40562 -0.2 -1.3 -0.8
H 2.87476 1.62968 -0.01307 1.8 -0.3 1.7
H 1.95568 2.57628 -0.80632 -1.0 1.7 0.3
H -3.35575 -1.27274 0.95549 -0.6 -1.1 0.9
H -3.48097 -1.23870 -1.24728 -0.9 -1.3 -1.1
```
Positions in Å, forces in eV/Å.

The net charge is +1. As for the orbital gap (alpha / beta): 9.60 / 5.32 eV. The calculation puts the total energy at -15093.293 eV. The energy relative to the best compared isomer or geometry (same formula, charge and spin) is 116.4 kcal/mol. The value obtained for the LUMO energy (alpha / beta) is -3.5 / -5.1 eV.


No. 6
Density functional theory data (wB97M-V/def2-TZVPD) for a 2-piece molecular cluster, C4H11NS overall.

XYZ file:
```
17
Properties=species:S:1:pos:R:3:forces:R:3
C -0.63751 0.85859 -1.21796 0.0 -0.3 0.0
C 0.18486 1.35147 -0.30872 0.0 0.2 0.0
C -0.68514 -0.57164 -1.64320 0.0 0.0 0.0
C 0.23531 2.79356 0.07908 0.0 0.0 0.0
N 1.07101 -3.08901 1.64040 -0.1 0.1 0.1
S 0.73094 -1.64360 2.47204 -0.1 -0.1 -0.1
H -1.34335 1.51094 -1.71529 -0.1 0.2 0.0
H 0.89613 0.70478 0.19001 0.0 -0.2 0.0
H -0.00801 -1.17821 -1.04353 0.0 -0.1 0.0
H -0.39645 -0.66843 -2.69097 0.0 -0.1 -0.1
H -1.69906 -0.96215 -1.54290 0.0 -0.1 0.0
H 1.08176 3.28026 -0.40819 0.1 0.1 0.1
H 0.36961 2.89864 1.15532 0.0 0.1 0.0
H -0.67490 3.30937 -0.21977 0.0 0.1 0.0
H 0.74269 -3.90936 2.13345 0.0 0.1 -0.1
H 0.75344 -3.07963 0.67974 0.0 0.0 0.1
H -0.62135 -1.60557 2.44047 0.1 0.0 0.0
```
Positions in Å, forces in eV/Å.

The net charge is 0. As for the orbital gap: 9.79 eV. As for the SMILES: C/C=C/C.NS. The calculation puts the total energy at -16650.676 eV. The energy relative to the best compared isomer or geometry (same formula, charge and spin) is 25.8 kcal/mol. The value obtained for the LUMO energy is 0.7 eV.


Question: Look up the energy relative to the best compared isomer or geometry (same formula, charge and spin) of the third one.
Answer: 36.7 kcal/mol


Repeat the fourth record exactly.
Density functional theory data (wB97M-V/def2-TZVPD) for a 2-piece molecular cluster, C4H11NOSi overall in a non-equilibrium geometry.

XYZ file:
```
18
Properties=species:S:1:pos:R:3:forces:R:3
C -0.76409 -0.31494 -1.80754 0.2 0.3 1.7
C 1.40971 2.15223 -0.01939 -1.9 -1.1 -0.8
C -1.57135 -1.70026 1.54382 0.1 3.3 0.1
C 0.84589 1.15481 -1.03010 -1.0 2.1 1.2
N -0.30913 0.65599 -0.84535 1.5 -0.1 0.5
O -0.28822 -1.21136 1.81745 2.5 -0.5 -0.5
Si 1.25824 -1.47799 1.14019 -2.7 -1.1 -1.3
H -1.67398 -0.70882 -1.46956 -1.6 -0.4 0.3
H -0.89255 0.08840 -2.74588 -0.1 0.8 -2.4
H 0.80836 2.07437 0.87598 0.1 0.2 0.3
H 1.33646 3.11598 -0.47816 -0.2 0.8 -0.1
H 2.42966 1.99298 0.13797 1.7 -0.4 0.5
H -1.63889 -2.71856 1.70526 -0.5 -2.0 0.8
H -1.89074 -1.48585 0.54008 0.0 0.1 -0.7
H -2.12515 -0.99877 2.19117 -0.8 -1.2 -0.1
H 1.38297 1.23811 -1.95884 0.3 -1.1 -0.9
H -0.10021 -1.13017 -1.78059 1.0 -1.1 -0.4
H 1.78302 -0.72614 2.18347 1.4 1.5 1.8
```
Positions in Å, forces in eV/Å.

The net charge is 0. As for the orbital gap: 8.28 eV. The calculation puts the total energy at -15738.818 eV. The energy relative to the best compared isomer or geometry (same formula, charge and spin) is 74.0 kcal/mol. The value obtained for the LUMO energy is 0.0 eV.